No. 1
DFT (ωB97M-V with the def2-TZVPD basis set) results for a molecular structure, C23H24Br5ILaN4O2S.

Each line ends with the Mulliken charge.
Geometry (Å):
1 La -0.1495 0.0687 0.3218  -0.030
2 C -0.8892 0.1226 3.9744  -0.757
3 C -2.0666 -0.5432 3.2482  -1.006
4 N -1.6105 -1.3710 2.1166  0.160
5 C -1.1647 -2.7199 2.4877  -0.874
6 C 0.2707 -2.7972 3.0261  -0.727
7 S 1.4820 -1.7327 2.1399  0.047
8 C 2.0731 -0.5762 3.4317  -0.753
9 C 1.4085 0.8057 3.3980  -0.807
10 N 0.0078 0.7294 2.9872  0.078
11 H -1.2878 0.8579 4.6840  0.413
12 H -0.3346 -0.6159 4.5524  0.299
13 H -2.6503 -1.1374 3.9658  0.450
14 H -2.7149 0.2376 2.8374  0.299
15 H -2.4270 -1.4877 1.5147  0.289
16 H -1.8230 -3.1629 3.2509  0.306
17 H -1.2334 -3.3469 1.5937  0.356
18 H 0.3256 -2.5495 4.0834  0.363
19 H 0.6315 -3.8185 2.9015  0.577
20 H 1.9413 -1.0830 4.3865  0.449
21 H 3.1429 -0.4709 3.2501  0.479
22 H 1.5296 1.2604 4.3930  0.356
23 H 1.9251 1.4422 2.6715  0.358
24 H -0.3179 1.6782 2.8041  0.144
25 Br -4.1672 5.7027 0.8457  -0.139
26 C -2.6783 4.5414 0.7644  0.274
27 C -1.3888 5.0402 0.9248  0.238
28 Br -1.0990 6.8827 1.2454  -0.148
29 C -0.3096 4.1638 0.8562  -0.053
30 Br 1.4667 4.7517 1.1679  -0.166
31 C -0.4722 2.8031 0.5984  0.287
32 O 0.5414 1.9721 0.5335  -0.300
33 C -1.7990 2.2863 0.4535  0.524
34 O -1.9677 1.0023 0.2833  -0.577
35 C -2.8653 3.1787 0.5539  0.094
36 Br -4.5981 2.4271 0.4312  -0.155
37 N -0.7661 2.3632 -5.9072  -0.447
38 C -0.6304 1.8014 -4.6965  1.127
39 C 0.3142 2.2789 -3.7734  -0.948
40 C 0.4405 1.6726 -2.5500  -0.487
41 N -0.2870 0.6104 -2.1579  0.373
42 C -1.2041 0.1647 -3.0322  -0.487
43 C -1.4051 0.7054 -4.2793  -0.882
44 H -0.2234 3.1721 -6.1532  0.197
45 H -1.4782 2.0542 -6.5437  0.193
46 H 0.9439 3.1146 -4.0290  0.358
47 H 1.1733 2.0578 -1.8454  0.518
48 H -1.8030 -0.6854 -2.7170  0.413
49 H -2.1529 0.2906 -4.9362  0.347
50 Br -0.1537 -2.6876 -1.0519  -0.075
51 C 1.4652 -3.2978 -1.9166  0.900
52 C 1.4505 -4.5742 -2.4623  -0.689
53 C 2.5642 -5.0502 -3.1307  -0.551
54 C 3.6889 -4.2518 -3.2569  -0.667
55 C 3.7113 -2.9927 -2.6850  -0.520
56 C 2.5999 -2.5050 -2.0062  0.003
57 I 2.7542 -0.5677 -1.1076  0.357
58 H 0.5663 -5.1823 -2.3535  0.418
59 H 2.5481 -6.0450 -3.5456  0.397
60 H 4.5577 -4.6119 -3.7864  0.392
61 H 4.5934 -2.3775 -2.7546  0.415

The calculation puts the HOMO-LUMO gap at 6.8 eV. The LUMO energy is -3.09 eV. Its net charge is +1. For the HOMO energy, the calculation gives -9.882 eV.

No. 2
DFT (ωB97M-V with the def2-TZVPD basis set) results for a molecular structure, C20H30HgO14P.

Each line ends with the Mulliken charge.
Geometry (Å):
1 Hg 9.2572 -14.5312 18.1251  0.027
2 P 10.5580 -12.6249 15.2190  0.764
3 O 10.6453 -14.1842 15.1825  -0.306
4 O 11.1978 -12.4455 16.6236  -0.380
5 O 9.0263 -12.5298 15.5096  -0.367
6 O 11.0635 -11.8652 13.9963  -0.712
7 O 10.7983 -12.9524 22.1215  -0.562
8 C 11.1539 -12.0105 22.8495  0.369
9 O 11.0072 -11.9710 24.2540  -0.375
10 C 11.5616 -10.7747 24.8605  -0.311
11 C 12.2592 -10.1020 23.6923  -0.486
12 C 11.7008 -10.7689 22.3885  -0.211
13 H 12.2207 -11.1348 25.6504  0.264
14 H 10.8411 -10.0922 25.3112  0.218
15 H 13.3246 -10.2820 23.8361  0.245
16 H 12.0973 -9.0344 23.5436  0.322
17 H 12.4508 -10.9665 21.6227  0.307
18 H 10.8107 -10.2311 22.0619  0.219
19 O 6.7183 -17.5340 21.3011  -0.601
20 C 6.4776 -18.5213 21.9303  0.524
21 O 6.7557 -18.5629 23.1814  -0.350
22 C 6.2831 -19.7071 23.8719  -0.392
23 C 6.0053 -20.7192 22.7410  -0.486
24 C 5.7664 -19.8164 21.5135  -0.323
25 H 5.3252 -19.4558 24.3275  0.237
26 H 6.9720 -20.0936 24.6230  0.327
27 H 5.1711 -21.3613 23.0234  0.301
28 H 6.8701 -21.3826 22.7286  0.248
29 H 4.7510 -19.4838 21.2979  0.247
30 H 6.1995 -20.2199 20.5983  0.267
31 O 6.1213 -16.6744 15.2369  -0.620
32 C 5.8842 -17.1917 14.1110  0.550
33 O 5.3475 -18.3996 13.9420  -0.331
34 C 5.1723 -18.6396 12.5702  -0.379
35 C 6.2101 -17.7386 11.9453  -0.476
36 C 6.0444 -16.5425 12.7525  -0.388
37 H 4.1800 -18.2435 12.3543  0.264
38 H 5.2753 -19.7045 12.3614  0.291
39 H 6.0094 -17.5960 10.8835  0.289
40 H 7.2332 -18.1147 11.9417  0.272
41 H 5.1390 -15.9892 12.5031  0.233
42 H 6.8966 -15.8661 12.8182  0.285
43 O 5.8624 -11.7822 20.8062  -0.555
44 C 4.8635 -11.7550 21.4638  0.545
45 O 3.6502 -11.5421 20.8701  -0.353
46 C 2.6535 -11.6110 21.9743  -0.442
47 C 3.2817 -12.5771 22.9728  -0.414
48 C 4.6491 -12.0038 22.9396  -0.446
49 H 1.7517 -12.0108 21.5107  0.295
50 H 2.4877 -10.5928 22.3261  0.265
51 H 3.2324 -13.6316 22.7015  0.271
52 H 2.8012 -12.5368 23.9503  0.282
53 H 5.5456 -12.4611 23.3581  0.318
54 H 4.6163 -10.9827 23.3194  0.227
55 O 11.0715 -18.9734 17.7703  -0.624
56 C 11.3520 -20.1244 17.3661  0.468
57 O 11.6818 -21.0490 18.1963  -0.330
58 C 11.9473 -22.3305 17.6275  -0.352
59 C 11.8957 -22.0214 16.1247  -0.498
60 C 11.2407 -20.6524 15.9588  -0.260
61 H 11.1303 -22.9539 17.9907  0.244
62 H 12.8863 -22.7504 17.9880  0.263
63 H 11.4606 -22.8557 15.5744  0.343
64 H 12.9609 -21.8860 15.9372  0.229
65 H 10.1676 -20.7200 15.7797  0.223
66 H 11.7115 -20.0165 15.2090  0.288

The calculation puts the HOMO-LUMO gap at 4.7 eV. The LUMO energy is 0.60 eV. Its net charge is -1. For the HOMO energy, the calculation gives -4.135 eV.

No. 3
DFT (ωB97M-V with the def2-TZVPD basis set) results for a molecular structure, C16H14Br2NO9Rh.

Each line ends with the Löwdin spin population.
Geometry (Å):
1 Rh 0.4827 -2.1797 0.5913  2.484
2 O 4.0439 -1.7231 2.7697  0.134
3 C 2.8785 -1.5340 2.5096  0.064
4 O 1.9018 -2.3071 2.3077  0.112
5 C 2.5183 0.0737 2.4073  0.075
6 C 1.0274 0.3143 2.6496  0.016
7 C 0.8000 1.8236 2.8307  0.007
8 C 0.9546 2.3326 1.3740  0.015
9 C 1.2846 1.0332 0.6286  0.022
10 O 0.4703 0.0764 1.3371  0.046
11 C 2.7017 0.6076 1.0192  0.146
12 C 3.2295 -0.5875 -0.0420  0.098
13 O 4.4173 -0.4815 -0.2397  0.284
14 O 2.3210 -1.3403 -0.4400  0.157
15 H 3.1776 0.5199 3.1440  0.005
16 H 0.5573 -0.3394 3.3738  -0.001
17 H -0.1980 2.0150 3.2205  0.002
18 H 1.5268 2.2579 3.5172  0.001
19 H 0.0163 2.7312 0.9915  0.004
20 H 1.7282 3.0898 1.2533  0.001
21 H 1.0554 1.0124 -0.4307  -0.001
22 H 3.4586 1.3754 0.9169  0.004
23 Br -1.0002 -3.9200 2.2063  0.061
24 C -0.6773 -5.2086 0.8087  0.003
25 Br 0.9488 -4.7641 -0.1281  0.068
26 H -1.4917 -5.1478 0.1025  0.000
27 H -0.5688 -6.1876 1.2503  0.001
28 O -1.6133 -1.3295 0.1943  0.096
29 C -1.2608 -1.1680 -1.0078  0.007
30 O -0.3399 -1.8613 -1.5189  0.083
31 C -1.8575 -0.0487 -1.8082  0.002
32 C -3.0710 0.5125 -1.4324  0.001
33 C -3.5962 1.5755 -2.1481  0.000
34 C -2.8759 2.0693 -3.2185  0.000
35 C -1.6623 1.5354 -3.6076  0.000
36 C -1.1570 0.4578 -2.8970  0.001
37 N -3.4272 3.2185 -3.9755  0.000
38 O -4.4998 3.6628 -3.6163  0.000
39 O -2.7060 3.7454 -4.7992  0.000
40 H -3.5945 0.1145 -0.5734  0.001
41 H -4.5432 2.0254 -1.8875  0.000
42 H -1.1375 1.9556 -4.4528  0.000
43 H -0.2225 -0.0075 -3.1800  0.000

The calculation puts the HOMO-LUMO gap (alpha / beta) at 8.7 / 5.7 eV. The LUMO energy (alpha / beta) is -0.69 / -3.59 eV. For the HOMO energy (alpha / beta), the calculation gives -9.426 / -9.337 eV. Its multiplicity is 5. As for the expectation value of S²: 6.01.